# 1
The following is a quantum chemistry calculation of an isolated ion of composition C7H9N and charge +1 at a distorted geometry, from OMol25.

```
17
Properties=species:S:1:pos:R:3
C -2.17426 0.19617 -1.16732
C -0.64388 0.35445 -0.65341
C -0.30208 1.63473 -0.81630
N 0.78470 1.90054 -0.05119
C 1.24400 0.63091 0.55651
C 0.28472 -0.34911 0.24053
C 0.07190 -1.67495 0.90821
C 1.06237 -2.60711 1.17291
H -2.64752 1.14543 -1.57136
H -2.16516 -0.46416 -1.93664
H -2.82622 -0.34698 -0.64747
H -0.73710 2.45462 -1.38229
H 1.46264 2.69493 -0.08179
H 2.21055 0.38747 1.09088
H -0.99782 -2.00559 0.98954
H 2.13098 -2.65105 0.85540
H 0.82012 -3.62899 1.59532
```

Summary:
Total charge: +1
F_max: 5.32 eV Å⁻¹
LUMO energy (alpha / beta): -0.144 / -0.278 hartree
Energy above the lowest of the compared OMol25 structures with the same formula, charge and spin: 79.3 kcal/mol
2S+1: 2
E: -8884.2694 eV
Orbital gap (alpha / beta): 9.82 / 5.77 eV

***

# 2
The following is a quantum chemistry calculation of a 8-piece molecular cluster, C24H64O8 overall at a distorted geometry, from OMol25.

```
96
Properties=species:S:1:pos:R:3
C -1.61230 2.89951 2.93998
C -2.04406 3.79880 4.01843
C -1.47570 3.35810 5.37165
O -1.60881 5.05268 3.72172
H -1.99810 1.88966 3.07947
H -0.54232 2.82962 2.74420
H -1.93716 3.18863 1.94049
H -3.12944 3.80088 4.11879
H -1.95566 3.84027 6.22326
H -0.39230 3.38796 5.48766
H -1.77769 2.32490 5.54315
H -1.75792 5.62076 4.48110
C -5.27498 -2.34998 -0.88588
C -5.92205 -2.88004 -2.17108
C -6.62186 -1.69212 -2.79539
O -5.02912 -3.39456 -3.13469
H -4.58460 -1.52215 -1.04767
H -4.74212 -3.15478 -0.37948
H -5.95649 -1.81010 -0.22848
H -6.76198 -3.56059 -2.03154
H -7.19236 -1.81316 -3.71625
H -5.95982 -0.83848 -2.94065
H -7.37513 -1.27340 -2.12803
H -4.70703 -2.79071 -3.80792
C -1.31654 0.01649 -0.00254
C -0.35657 -0.86354 0.83402
C 0.88584 0.00996 1.25272
O -1.00926 -1.24998 2.03938
H -2.08850 -0.63226 -0.41643
H -0.78527 0.46489 -0.84206
H -1.72458 0.89222 0.50214
H -0.12183 -1.76461 0.26741
H 1.58880 -0.53691 1.88112
H 0.63809 0.95677 1.73258
H 1.39255 0.32431 0.34029
H -1.80078 -0.76921 2.29229
C -0.08514 2.28140 -3.55920
C -1.23891 3.30106 -3.50087
C -2.25119 3.31044 -2.34484
O -0.79204 4.67455 -3.76358
H 0.79331 2.77592 -3.97380
H -0.28573 1.42887 -4.20808
H 0.30670 1.86579 -2.63085
H -1.93074 3.05849 -4.30750
H -2.64658 2.30981 -2.17019
H -3.09885 3.94361 -2.60690
H -1.91418 3.71303 -1.38963
H 0.07546 4.50092 -4.13630
C -2.51807 -0.06400 -5.94824
C -2.54236 -1.28722 -4.98992
C -2.52322 -0.93054 -3.52389
O -3.74302 -1.92335 -5.32684
H -3.17104 -0.14140 -6.81759
H -1.47083 0.00135 -6.24335
H -2.75083 0.87391 -5.44402
H -1.79431 -2.02410 -5.28238
H -3.40392 -0.33979 -3.27195
H -1.59510 -0.45227 -3.21090
H -2.63528 -1.89882 -3.03607
H -3.75568 -2.23175 -6.23587
C 4.16829 -0.77260 -1.38253
C 5.46069 -0.18912 -1.95826
C 5.28353 1.23431 -2.42679
O 6.38639 -0.14186 -0.95158
H 4.27852 -1.85056 -1.26447
H 3.37914 -0.46247 -2.06749
H 4.00072 -0.48176 -0.34550
H 5.84810 -0.79987 -2.77373
H 4.72526 1.75217 -1.64689
H 4.77174 1.18147 -3.38771
H 6.19815 1.82658 -2.39878
H 6.82837 -0.98996 -0.86806
C 5.35062 -4.42280 1.42139
C 5.15849 -2.97444 1.79778
C 3.72115 -2.73777 1.95631
O 5.78841 -2.88213 3.06467
H 6.38564 -4.76367 1.44645
H 4.96964 -4.53518 0.40634
H 4.86311 -5.03456 2.18045
H 5.65493 -2.28670 1.11321
H 3.53141 -1.67618 2.11483
H 3.22976 -3.16868 2.82862
H 3.03385 -3.08830 1.18636
H 5.71206 -1.98764 3.40474
C 0.90329 -0.81670 4.95493
C 2.25891 -0.11783 5.30621
C 2.19730 1.31446 4.82808
O 2.32425 -0.11401 6.72740
H 0.80213 -0.76140 3.87104
H 0.06008 -0.23262 5.32365
H 0.87066 -1.88795 5.15355
H 3.08656 -0.65350 4.84128
H 1.16628 1.65115 4.71987
H 2.73388 1.40061 3.88322
H 2.74302 1.96079 5.51550
H 2.15415 -0.99658 7.06465
```

Summary:
F_max: 3.23 eV Å⁻¹
LUMO energy: 0.014 hartree
Energy above the lowest of the compared OMol25 structures with the same formula, charge and spin: 87.2 kcal/mol
SMILES string: CC(C)O.CC(C)O.CC(C)O.CC(C)O.CC(C)O.CC(C)O.CC(C)O.CC(C)O
E: -42302.7764 eV
Orbital gap: 10.36 eV

***

# 3
The following is a quantum chemistry calculation of one molecule with the formula C4H9ClN2O at a distorted geometry, from OMol25.

```
17
Properties=species:S:1:pos:R:3
H -2.40096 0.99921 -1.18841
N -3.02342 0.15458 -1.06487
C -2.60109 -0.82181 -0.26682
N -1.27162 -1.02455 0.29171
O -0.56972 0.04868 0.42836
C 0.72341 0.16209 -0.29191
C 1.28342 1.55728 0.14139
C 1.67375 -0.75398 0.32850
Cl 3.19503 -0.71638 -0.63093
H -3.18045 -1.76175 -0.09637
H -1.50336 -1.32820 1.24304
H 0.39464 0.00021 -1.25755
H 1.59015 1.37842 1.23762
H 0.53656 2.56996 0.09275
H 2.09017 1.76315 -0.58100
H 1.16536 -1.77220 0.26334
H 1.89814 -0.45474 1.35113
```

Summary:
F_max: 5.74 eV Å⁻¹
LUMO energy: 0.029 hartree
Energy above the lowest of the compared OMol25 structures with the same formula, charge and spin: 87.5 kcal/mol
SMILES string: [H]/N=C\NO[C@@H](C)CCl
E: -21840.4252 eV
Orbital gap: 10.34 eV

***

# 4
The following is a quantum chemistry calculation of C31H28CsN9O2S2 as an isolated structure at a distorted geometry, from OMol25.

```
73
Properties=species:S:1:pos:R:3
Cs 0.98173 -0.48109 -0.05921
C -2.99113 5.97606 2.74094
C -1.51272 5.89112 2.36672
N -1.28582 5.45417 1.01461
C -1.43736 4.14447 0.57749
S -1.35638 2.88001 1.70808
N -1.59654 4.10960 -0.74120
N -1.53687 2.86724 -1.28938
C -2.00347 2.76642 -2.48167
C -2.65938 3.90725 -3.22118
C -1.88615 1.47020 -3.19636
C -2.37880 1.37481 -4.50625
C -2.24060 0.19278 -5.21266
C -1.61400 -0.87694 -4.60580
C -1.16413 -0.71232 -3.30005
N -1.29592 0.41564 -2.60624
H -3.12020 6.36054 3.75716
H -3.43415 4.98125 2.68159
H -3.52689 6.63732 2.05440
H -1.01397 5.18734 3.03219
H -1.03515 6.86920 2.48927
H -1.43006 6.12105 0.27168
H -2.72887 4.76312 -2.55794
H -3.66201 3.63012 -3.56083
H -2.08252 4.19511 -4.10600
H -2.85424 2.22560 -4.97185
H -2.60902 0.12131 -6.23052
H -1.44531 -1.81538 -5.11750
H -0.64795 -1.52554 -2.79456
N -1.78112 -4.32688 1.32009
C -1.39674 -3.03206 1.12448
N -0.73830 -2.33043 1.96405
C -0.31469 -2.92287 3.14868
N 0.55179 -2.38653 3.92645
N 0.94169 -1.11892 3.56114
C 2.18499 -0.95537 3.37792
C 2.69748 0.37586 2.97740
C 4.06776 0.58778 2.87395
C 4.51114 1.82535 2.43193
C 3.57472 2.79412 2.11719
C 2.22166 2.48564 2.25006
N 1.79447 1.30508 2.66835
C -0.85516 -4.24871 3.50953
C -0.65992 -4.83641 4.75736
C -1.14393 -6.10261 5.02451
C -1.83380 -6.80355 4.03616
C -2.05027 -6.23471 2.79703
C -1.56658 -4.95194 2.53677
H -2.20813 -4.82617 0.55976
H -1.66715 -2.60744 0.16360
H 2.90226 -1.77524 3.45343
H 4.76406 -0.21043 3.09773
H 5.57028 2.01539 2.30960
H 3.87094 3.76364 1.73867
H 1.43925 3.19168 1.98568
H -0.10635 -4.27433 5.49740
H -0.98348 -6.55350 5.99543
H -2.20682 -7.79980 4.23934
H -2.59051 -6.76962 2.02482
O 2.29289 -2.97411 -0.48246
C 1.62114 -2.85976 -1.52060
O 0.35467 -2.75302 -1.54565
C 2.33645 -2.78420 -2.85894
C 1.97640 -3.73958 -3.80384
C 2.57656 -3.80849 -5.05410
C 3.54864 -2.86276 -5.36355
C 3.88702 -1.88506 -4.44619
C 3.30046 -1.79091 -3.16609
S 3.75844 -0.45776 -2.12866
H 1.19723 -4.44479 -3.53204
H 2.28717 -4.57215 -5.76795
H 4.03866 -2.87619 -6.33313
H 4.62500 -1.13400 -4.70342
```

Summary:
Total charge: -2
F_max: 1.51 eV Å⁻¹
LUMO energy: 0.136 hartree
Energy above the lowest of the compared OMol25 structures with the same formula, charge and spin: 36.0 kcal/mol
E: -72327.3538 eV
Orbital gap: 4.61 eV

***

Repeat the fourth record exactly.
The following is a quantum chemistry calculation of C31H28CsN9O2S2 as an isolated structure at a distorted geometry, from OMol25.

```
73
Properties=species:S:1:pos:R:3
Cs 0.98173 -0.48109 -0.05921
C -2.99113 5.97606 2.74094
C -1.51272 5.89112 2.36672
N -1.28582 5.45417 1.01461
C -1.43736 4.14447 0.57749
S -1.35638 2.88001 1.70808
N -1.59654 4.10960 -0.74120
N -1.53687 2.86724 -1.28938
C -2.00347 2.76642 -2.48167
C -2.65938 3.90725 -3.22118
C -1.88615 1.47020 -3.19636
C -2.37880 1.37481 -4.50625
C -2.24060 0.19278 -5.21266
C -1.61400 -0.87694 -4.60580
C -1.16413 -0.71232 -3.30005
N -1.29592 0.41564 -2.60624
H -3.12020 6.36054 3.75716
H -3.43415 4.98125 2.68159
H -3.52689 6.63732 2.05440
H -1.01397 5.18734 3.03219
H -1.03515 6.86920 2.48927
H -1.43006 6.12105 0.27168
H -2.72887 4.76312 -2.55794
H -3.66201 3.63012 -3.56083
H -2.08252 4.19511 -4.10600
H -2.85424 2.22560 -4.97185
H -2.60902 0.12131 -6.23052
H -1.44531 -1.81538 -5.11750
H -0.64795 -1.52554 -2.79456
N -1.78112 -4.32688 1.32009
C -1.39674 -3.03206 1.12448
N -0.73830 -2.33043 1.96405
C -0.31469 -2.92287 3.14868
N 0.55179 -2.38653 3.92645
N 0.94169 -1.11892 3.56114
C 2.18499 -0.95537 3.37792
C 2.69748 0.37586 2.97740
C 4.06776 0.58778 2.87395
C 4.51114 1.82535 2.43193
C 3.57472 2.79412 2.11719
C 2.22166 2.48564 2.25006
N 1.79447 1.30508 2.66835
C -0.85516 -4.24871 3.50953
C -0.65992 -4.83641 4.75736
C -1.14393 -6.10261 5.02451
C -1.83380 -6.80355 4.03616
C -2.05027 -6.23471 2.79703
C -1.56658 -4.95194 2.53677
H -2.20813 -4.82617 0.55976
H -1.66715 -2.60744 0.16360
H 2.90226 -1.77524 3.45343
H 4.76406 -0.21043 3.09773
H 5.57028 2.01539 2.30960
H 3.87094 3.76364 1.73867
H 1.43925 3.19168 1.98568
H -0.10635 -4.27433 5.49740
H -0.98348 -6.55350 5.99543
H -2.20682 -7.79980 4.23934
H -2.59051 -6.76962 2.02482
O 2.29289 -2.97411 -0.48246
C 1.62114 -2.85976 -1.52060
O 0.35467 -2.75302 -1.54565
C 2.33645 -2.78420 -2.85894
C 1.97640 -3.73958 -3.80384
C 2.57656 -3.80849 -5.05410
C 3.54864 -2.86276 -5.36355
C 3.88702 -1.88506 -4.44619
C 3.30046 -1.79091 -3.16609
S 3.75844 -0.45776 -2.12866
H 1.19723 -4.44479 -3.53204
H 2.28717 -4.57215 -5.76795
H 4.03866 -2.87619 -6.33313
H 4.62500 -1.13400 -4.70342
```

Summary:
Total charge: -2
F_max: 1.51 eV Å⁻¹
LUMO energy: 0.136 hartree
Energy above the lowest of the compared OMol25 structures with the same formula, charge and spin: 36.0 kcal/mol
E: -72327.3538 eV
Orbital gap: 4.61 eV

***

What did the third record say?
The following is a quantum chemistry calculation of one molecule with the formula C4H9ClN2O at a distorted geometry, from OMol25.

```
17
Properties=species:S:1:pos:R:3
H -2.40096 0.99921 -1.18841
N -3.02342 0.15458 -1.06487
C -2.60109 -0.82181 -0.26682
N -1.27162 -1.02455 0.29171
O -0.56972 0.04868 0.42836
C 0.72341 0.16209 -0.29191
C 1.28342 1.55728 0.14139
C 1.67375 -0.75398 0.32850
Cl 3.19503 -0.71638 -0.63093
H -3.18045 -1.76175 -0.09637
H -1.50336 -1.32820 1.24304
H 0.39464 0.00021 -1.25755
H 1.59015 1.37842 1.23762
H 0.53656 2.56996 0.09275
H 2.09017 1.76315 -0.58100
H 1.16536 -1.77220 0.26334
H 1.89814 -0.45474 1.35113
```

Summary:
F_max: 5.74 eV Å⁻¹
LUMO energy: 0.029 hartree
Energy above the lowest of the compared OMol25 structures with the same formula, charge and spin: 87.5 kcal/mol
SMILES string: [H]/N=C\NO[C@@H](C)CCl
E: -21840.4252 eV
Orbital gap: 10.34 eV